Record 1
133
Properties=species:S:1:pos:R:3:forces:R:3 method="wB97M-V/def2-TZVPD" homo_energy_ev=-7.915 smiles="CCCCN[C@@H](CCCSC(=S)N(CC)CC)O[C@@H](B(O)O)[C@@H](OCNCCC)C(=O)C(F)(F)C(F)(F)C(F)(F)C(=O)O.O=C1CCCO1.O=C1CCCO1.O=C1CCCO1.O=C1CCCO1" gap_ha=0.264 total_charge=0
C -7.0308 1.8733 5.6210 -0.1 -0.2 -1.2
C -7.7254 1.9612 4.1492 0.2 -1.2 1.1
C -7.5002 0.5090 3.4295 -0.4 1.5 -0.6
C -6.3868 0.6365 2.2645 0.0 0.6 1.0
N -6.5457 -0.3942 1.1944 0.1 1.4 -0.5
C -5.8414 0.0254 -0.0751 2.9 -1.6 1.7
C -4.3605 -0.6669 0.0300 0.0 0.5 0.1
C -4.3962 -2.2220 -0.3462 -0.4 0.1 0.4
C -3.0915 -3.0491 0.0918 -0.5 -0.6 -1.8
S -2.6159 -2.8561 1.8745 0.6 0.2 -0.4
C -1.0411 -1.8980 2.0565 1.0 2.0 0.1
S -1.1343 -0.4115 2.8511 -0.1 -2.4 -1.0
N 0.2956 -2.3269 1.6043 -1.8 -0.9 -0.2
C 0.3351 -2.6736 0.1486 0.3 0.1 -0.5
C 0.0591 -4.2164 -0.2032 0.3 -0.1 -0.9
C 0.8931 -3.3791 2.4797 1.6 0.4 1.5
C 2.4549 -3.6293 2.0843 -0.5 -0.7 -0.2
O -6.4289 -0.5077 -1.2675 -0.2 1.6 0.2
C -7.2113 0.4187 -2.0371 -0.8 -0.2 -1.3
B -8.3690 1.2329 -1.1766 -1.0 0.9 0.9
O -8.0844 2.3042 -0.2660 0.2 -1.4 -2.0
O -9.7733 0.8850 -1.3655 2.3 1.3 -0.6
C -6.3581 1.3853 -3.0060 -0.6 0.0 -0.5
O -5.4329 2.2581 -2.3267 -1.2 0.0 -0.6
C -5.7154 3.6283 -2.7272 0.8 0.9 -1.6
N -4.6522 4.5679 -2.2785 -1.9 -0.6 0.4
C -5.1651 5.4825 -1.2084 1.2 0.4 -0.3
C -4.1012 6.6949 -1.0601 -0.4 -0.5 1.2
C -3.0899 6.2778 0.1311 -0.4 0.3 -0.7
C -5.6881 0.5649 -4.2365 -2.6 -2.4 -1.1
O -6.3235 -0.3663 -4.8048 2.7 4.0 2.3
C -4.2322 0.8884 -4.8462 -0.5 0.1 -2.0
F -3.8383 2.2460 -4.7585 -0.5 -2.9 0.1
F -4.3306 0.6011 -6.2567 0.3 0.8 3.1
C -3.1550 -0.1592 -4.2620 0.1 -1.6 -0.4
F -2.4563 -0.7311 -5.3812 -1.3 1.3 2.9
F -3.8267 -1.2386 -3.5953 1.5 2.7 -1.6
C -2.1062 0.4601 -3.2215 1.6 -1.0 1.8
F -2.6531 1.3904 -2.3145 0.9 -2.2 -2.4
F -1.6006 -0.6292 -2.4153 -1.1 2.1 -1.7
C -0.8055 1.1207 -3.9041 1.6 4.3 -0.3
O -0.6412 2.3509 -3.7846 -1.1 -4.4 -0.3
O 0.1866 0.3761 -4.5898 -2.6 0.4 0.4
H -7.7032 1.2437 6.3074 1.0 1.1 -0.9
H -6.8327 2.9214 6.0329 -0.2 -1.6 -0.3
H -6.0598 1.2739 5.4608 -1.3 1.2 0.6
H -7.3040 2.8253 3.5323 -0.6 -1.2 0.8
H -8.8459 2.1016 4.3165 1.5 0.1 -0.4
H -7.2209 -0.2196 4.2603 -0.5 0.7 -1.4
H -8.5053 0.2636 2.9246 1.7 -0.1 0.8
H -5.3190 0.5848 2.7173 -1.6 0.2 -0.5
H -6.5065 1.7061 1.8390 0.1 -1.9 0.4
H -6.1146 -1.2554 1.5707 -0.4 0.6 -0.6
H -5.6376 1.1439 -0.0542 -0.8 -1.4 -0.3
H -3.5874 -0.0958 -0.6021 -1.2 -1.0 0.7
H -4.0404 -0.4880 1.1288 -0.3 -0.5 -1.7
H -4.5685 -2.3537 -1.4823 0.4 0.2 1.9
H -5.3083 -2.7181 0.1567 1.3 0.8 -0.7
H -3.3528 -4.1668 -0.0550 0.6 1.7 0.3
H -2.2660 -2.8214 -0.6603 -0.9 -0.2 1.4
H 1.3957 -2.3973 -0.2186 -1.7 -0.6 0.6
H -0.3697 -1.9351 -0.3835 0.9 -1.3 0.7
H -0.5293 -4.7941 0.5829 0.7 1.0 -1.0
H 1.0673 -4.7430 -0.3646 -1.5 0.7 0.4
H -0.5038 -4.3111 -1.2054 0.8 0.2 1.5
H 0.2912 -4.3467 2.5559 0.7 1.2 -0.3
H 0.9351 -2.9253 3.5439 -0.3 -0.7 -1.7
H 3.1356 -3.7013 3.0172 -1.8 0.1 -1.9
H 2.5890 -4.6121 1.4872 -0.3 1.6 0.8
H 2.8327 -2.7522 1.4349 -0.6 -1.4 1.2
H -7.8360 -0.2339 -2.7652 1.2 1.0 1.1
H -7.1708 2.6443 -0.3980 -0.7 -0.6 0.3
H -10.0568 1.2274 -2.2495 0.2 -0.7 1.1
H -7.1403 2.0746 -3.5162 1.0 -1.3 0.5
H -5.7150 3.6806 -3.8865 -0.1 -0.4 1.7
H -6.7746 3.9591 -2.4090 1.6 -0.5 -0.1
H -3.7976 4.0693 -1.9857 -0.8 0.2 -0.2
H -5.2441 4.8489 -0.2423 -0.2 1.5 -1.1
H -6.1661 5.9264 -1.5358 1.3 -0.9 0.5
H -3.5344 6.9167 -2.0305 -1.0 -0.6 1.3
H -4.6952 7.6330 -0.7948 0.9 -1.2 -0.2
H -2.3535 7.1259 0.3593 -0.9 -1.4 -0.3
H -3.7101 6.0402 1.0657 1.0 0.4 -1.3
H -2.5369 5.3247 -0.2136 -0.7 1.5 0.8
H 0.2910 0.7925 -5.4815 0.0 -0.2 1.1
O 3.5258 -4.5739 -2.4551 0.1 0.8 0.3
C 3.2497 -3.4156 -2.6296 -0.1 -1.2 0.1
C 2.5611 -2.8493 -3.8421 0.2 0.4 -0.3
C 2.8322 -1.3671 -3.6978 -0.1 0.4 -0.6
C 2.9375 -1.1979 -2.2003 -0.1 0.5 0.1
O 3.4863 -2.4304 -1.7195 0.1 -0.4 -0.1
H 1.4937 -3.0758 -3.7841 0.1 -0.1 0.0
H 2.9906 -3.2495 -4.7604 -0.2 -0.3 0.2
H 2.0659 -0.7352 -4.1494 0.2 -0.1 0.2
H 3.7909 -1.1223 -4.1669 -0.1 0.0 0.1
H 1.9617 -1.0432 -1.7296 0.1 0.0 0.0
H 3.5961 -0.3713 -1.9274 0.0 -0.2 0.2
O 4.6021 -2.5836 3.2778 0.6 1.3 0.5
C 4.9173 -1.4658 2.9488 0.1 -0.8 -0.1
C 6.3099 -1.0084 2.6115 -0.3 0.4 0.3
C 6.1716 0.4971 2.6693 0.6 0.3 0.0
C 4.7254 0.7074 2.2908 0.0 0.5 -0.1
O 4.0336 -0.4439 2.7908 -0.1 -0.6 0.2
H 6.5662 -1.3551 1.6084 0.1 -0.1 0.2
H 7.0294 -1.3732 3.3398 -0.2 -0.3 -0.3
H 6.8661 1.0248 2.0190 -0.2 0.0 0.2
H 6.3406 0.8419 3.6950 -0.1 0.0 -0.1
H 4.5822 0.7573 1.2070 0.0 0.0 0.0
H 4.3113 1.6101 2.7433 -0.2 -0.2 -0.1
O 7.1352 2.8317 0.5994 0.5 -0.8 -0.4
C 7.9229 2.2214 -0.0829 -0.4 0.7 0.6
C 8.6575 2.7707 -1.2755 0.0 -0.2 -0.5
C 9.1645 1.5114 -1.9454 0.2 0.0 -0.6
C 9.3264 0.5639 -0.7798 0.4 -0.5 -0.1
O 8.3042 0.9335 0.1522 -0.4 0.6 0.0
H 9.4763 3.4053 -0.9281 -0.1 0.1 0.0
H 7.9860 3.3302 -1.9265 0.1 0.2 0.3
H 10.0852 1.6566 -2.5131 -0.1 -0.1 0.1
H 8.4021 1.1286 -2.6315 0.1 0.0 0.1
H 10.2990 0.6692 -0.2902 -0.1 0.0 0.0
H 9.1920 -0.4771 -1.0779 -0.1 0.1 0.3
O 8.9529 -1.6529 2.2412 1.4 -0.2 0.0
C 9.8019 -2.2713 2.8307 -0.8 0.2 -0.6
C 9.5672 -3.1901 3.9987 0.3 0.0 0.5
C 10.9643 -3.3573 4.5573 0.1 -0.2 0.6
C 11.8287 -3.1875 3.3298 0.5 -0.2 0.1
O 11.1209 -2.2636 2.4951 -0.4 0.2 0.0
H 9.1589 -4.1349 3.6323 -0.1 0.1 0.0
H 8.8946 -2.7362 4.7265 -0.2 -0.1 -0.3
H 11.1223 -4.3094 5.0668 0.1 0.1 -0.1
H 11.1725 -2.5543 5.2715 0.0 -0.1 -0.1
H 11.9593 -4.1245 2.7802 0.0 0.1 0.0
H 12.8118 -2.7820 3.5750 -0.1 0.1 -0.2


Record 2
127
Properties=species:S:1:pos:R:3:forces:R:3 method="wB97M-V/def2-TZVPD" homo_energy_ev=-18.941 gap_ha=0.356 total_charge=+5
O -2.6816 -0.2057 1.7436 0.0 -0.1 -0.2
C -1.8157 -0.0322 0.9280 -0.4 0.3 0.7
O -0.8696 -0.8951 0.6426 0.6 -0.7 0.0
B 0.2357 -0.2260 -0.0643 -1.0 0.9 -0.4
O -0.3565 1.1263 -0.4310 0.2 -0.3 0.1
C -1.5416 1.2676 0.1415 -0.3 -0.2 0.2
O -2.2935 2.1981 0.1184 0.5 0.1 -0.2
O 0.6804 -0.9548 -1.2388 0.3 0.2 -0.3
C 2.0060 -1.1050 -1.1941 0.0 -1.5 0.9
O 2.6957 -1.6662 -1.9899 -0.2 0.5 -0.1
C 2.4602 -0.6250 0.2280 0.2 1.9 -1.1
O 1.3988 -0.0379 0.7848 0.4 -0.6 0.4
O 3.5880 -0.5145 0.6093 -0.1 -0.7 0.3
C 2.6397 -2.4755 -5.1762 -0.4 0.7 -1.5
C 2.1595 -2.0695 -6.5931 0.2 0.1 0.9
N 3.2263 -1.6238 -7.4974 1.1 0.3 -0.3
C 3.1214 -1.6120 -8.8639 -1.1 -0.6 -0.8
C 4.1849 -1.0018 -9.4194 0.7 0.6 1.6
N 4.9006 -0.5111 -8.3126 0.8 -0.3 -0.9
C 4.3915 -0.9830 -7.2046 -1.6 -0.2 0.5
C 6.0419 0.4253 -8.4145 -0.5 -0.5 -0.5
H 1.7273 -2.3522 -4.5974 0.2 -0.6 0.5
H 3.3660 -1.7748 -4.7742 0.1 -0.1 0.1
H 3.0383 -3.4824 -5.2530 0.0 0.0 0.6
H 1.4341 -1.2588 -6.5107 0.1 0.1 -0.1
H 1.6366 -2.9289 -7.0076 0.2 0.1 -0.5
H 2.2325 -1.9727 -9.3569 0.2 -0.3 0.0
H 4.6241 -0.9592 -10.4005 -0.5 0.4 -0.2
H 4.8076 -0.8748 -6.2184 -0.1 0.2 0.0
H 6.9286 -0.1706 -8.6118 0.3 0.4 0.2
H 6.0778 1.0612 -7.5368 0.2 -0.3 0.2
H 5.8057 1.0733 -9.2554 0.2 0.0 -0.1
C -1.2703 -3.7311 -1.4372 0.0 -0.4 -0.1
C -0.7770 -3.5342 -2.8891 -0.1 -0.2 1.7
N -1.7673 -4.0200 -3.8589 0.3 -0.3 0.0
C -1.4461 -4.4958 -5.1110 -0.3 -0.1 0.3
C -2.5883 -4.9916 -5.6228 -0.2 0.0 -1.2
N -3.6235 -4.7670 -4.7556 1.7 0.0 0.9
C -3.0699 -4.2241 -3.6460 -0.4 0.5 -0.9
C -5.0011 -5.1269 -5.0383 -0.8 0.6 0.1
H -0.6374 -3.2462 -0.6974 0.1 0.4 -0.3
H -1.2064 -4.7903 -1.1765 -0.2 -0.1 -0.2
H -2.2965 -3.4100 -1.2720 0.1 0.2 0.1
H 0.1084 -4.1665 -2.9147 0.1 0.1 -0.7
H -0.4992 -2.4986 -3.0662 -0.1 0.0 -0.2
H -0.4678 -4.4433 -5.5517 0.1 -0.1 0.2
H -2.7363 -5.4456 -6.5900 -0.1 0.0 0.1
H -3.5737 -3.8143 -2.7915 -0.3 -0.4 0.0
H -5.3903 -4.4985 -5.8400 0.2 0.0 -0.1
H -5.5934 -4.8861 -4.1583 -0.1 -0.4 0.0
H -5.0950 -6.1645 -5.3453 0.1 -0.1 0.3
C -6.2738 -2.0296 6.5340 0.7 0.1 0.0
C -4.7558 -2.3040 6.5752 -1.2 0.8 0.7
N -4.3007 -3.0410 5.4032 -0.4 -0.1 -0.6
C -4.1241 -4.3982 5.3726 1.4 -0.1 0.2
C -3.6698 -4.7156 4.1277 0.1 0.1 0.4
N -3.6904 -3.5607 3.4059 -0.5 1.2 -0.9
C -4.1223 -2.5412 4.1646 0.1 -1.0 1.2
C -3.4225 -3.4742 1.9653 -0.2 -0.5 0.1
H -6.5813 -1.8279 7.5579 -0.2 0.0 -0.1
H -6.7844 -2.9126 6.1544 -0.2 0.0 0.1
H -6.5193 -1.1591 5.9277 -0.1 -0.1 -0.1
H -4.5959 -2.8554 7.5000 0.5 -0.5 -0.4
H -4.1817 -1.3847 6.6839 0.0 0.0 -0.3
H -4.0841 -4.9854 6.2753 -0.3 0.0 0.0
H -3.1815 -5.5887 3.7306 -0.4 -0.2 0.0
H -4.3652 -1.5253 3.9017 0.3 0.0 -0.3
H -4.3489 -3.3056 1.4196 0.0 0.2 0.1
H -3.0672 -4.4632 1.6810 0.2 0.1 -0.2
H -2.7019 -2.6906 1.7501 0.0 0.0 0.0
C -0.5172 9.9877 3.1221 1.0 -0.3 -0.4
C -1.4616 9.6574 1.9730 0.4 0.6 -0.2
N -2.0017 8.2906 2.0897 -0.8 -0.5 -0.7
C -2.8374 7.9033 3.0973 -0.1 -0.4 0.7
C -3.3490 6.6673 2.8014 0.1 1.1 0.2
N -2.8913 6.3690 1.5490 1.2 -0.2 -0.4
C -2.0202 7.3107 1.1749 -0.6 0.9 -0.2
C -3.1319 5.1797 0.7358 1.0 -1.1 0.7
H 0.0088 9.0997 3.4842 -0.5 -0.2 0.2
H -0.9773 10.5175 3.9491 0.0 0.0 0.0
H 0.3420 10.5369 2.7327 -0.4 0.6 0.1
H -1.0015 9.8008 0.9951 0.3 -0.6 0.1
H -2.2756 10.3804 1.9008 -0.3 -0.3 0.4
H -2.9710 8.5270 3.9659 -0.1 -0.1 0.0
H -3.9722 6.0389 3.4121 -0.2 -0.1 -0.3
H -1.5505 7.3387 0.2060 0.1 0.1 0.0
H -2.2439 4.5411 0.7097 0.2 0.4 0.1
H -3.3316 5.4059 -0.3055 -0.7 0.2 0.2
H -3.8112 4.5323 1.2841 -0.7 0.3 -0.6
C 0.8225 3.1806 2.6112 -0.6 -0.8 0.2
C 2.0335 4.0715 2.4697 0.6 0.4 1.2
N 2.9877 3.6082 1.4590 -1.8 0.5 -1.0
C 4.0330 2.7826 1.6591 0.8 -0.7 -0.1
C 4.4922 2.4105 0.4332 0.1 0.2 -0.1
N 3.7141 3.0509 -0.5016 -1.1 -0.3 0.7
C 2.7358 3.7137 0.1446 1.1 -0.6 0.6
C 3.6529 2.7921 -1.9349 -0.7 0.5 -0.1
H 1.0810 2.1188 2.6782 0.4 0.1 -0.2
H 0.0958 3.2445 1.7984 0.1 0.3 -0.1
H 0.2797 3.3469 3.5434 0.1 0.5 -0.1
H 2.6062 4.1108 3.3997 -0.1 -0.3 0.0
H 1.8128 5.1294 2.3297 -0.2 -0.1 -0.5
H 4.3114 2.4333 2.6383 0.2 0.3 0.0
H 5.2472 1.6986 0.1488 0.2 0.2 0.0
H 1.7793 4.0146 -0.2477 0.3 0.5 -0.3
H 3.5181 3.7548 -2.4262 0.4 -0.1 -0.2
H 2.7313 2.2373 -2.1190 0.3 -0.3 -0.2
H 4.5354 2.2748 -2.2897 0.0 0.0 0.1
C 5.1648 -2.2100 3.3884 -0.1 -1.0 0.6
C 3.9552 -2.8802 2.7596 0.8 -0.8 0.5
N 2.6900 -2.2760 3.2155 -1.2 0.2 -0.3
C 2.5064 -1.0321 3.7543 -0.1 0.9 -0.7
C 1.1866 -0.8784 4.0638 0.9 -0.7 0.7
N 0.6122 -2.1100 3.8600 -0.7 0.2 -1.1
C 1.4917 -2.8937 3.2431 1.3 -0.2 0.8
C -0.8110 -2.4391 4.1106 1.5 -0.3 0.0
H 6.0429 -2.7933 3.1098 0.1 0.3 -0.5
H 5.1330 -2.4121 4.4625 -0.1 0.7 0.1
H 5.2748 -1.1590 3.1449 0.1 0.0 0.0
H 3.9156 -3.9052 3.1344 0.0 0.0 0.0
H 4.0997 -2.9830 1.6847 -0.7 0.6 -0.1
H 3.2756 -0.2818 3.7403 0.1 -0.1 0.2
H 0.6855 -0.0510 4.5333 -0.1 -0.1 0.0
H 1.4048 -3.9373 2.9867 -0.4 0.0 0.0
H -1.3968 -1.6498 3.6491 -0.3 -0.1 0.2
H -0.8905 -2.5721 5.1881 -0.5 0.4 0.0
H -0.9649 -3.4152 3.6574 -0.3 0.1 -0.1